# 1
Computed, not measured: a molecular structure, C28H105N3O26Pb at a distorted geometry, with ωB97M-V/def2-TZVPD.

Properties
Electronic energy = -3442.7257 a.u.
Orbital gap = 0.28898 hartree

Structure (ORCA input):
```
! RIJCOSX wB97M-V def2-TZVPD def2/J DEFGRID3
* xyz 2 1
Pb -0.424 0.127 1.087
O 1.190 3.111 -2.564
H 0.234 3.056 -2.709
H 1.344 3.892 -1.986
O 1.583 -0.644 2.124
H 2.448 -0.335 1.713
H 1.600 -0.519 3.116
O -1.078 -1.039 3.508
H -1.723 -1.796 3.667
H -1.710 -0.295 3.680
O 0.280 1.721 2.965
H -0.286 2.402 3.334
H 0.742 1.406 3.778
O 1.500 4.002 1.025
H 1.060 4.855 0.851
H 1.638 3.997 1.969
O -0.361 5.325 -0.698
H -0.853 5.970 -1.288
H -0.970 4.820 -0.142
O -1.654 -0.379 -1.510
H -0.797 -0.900 -1.565
H -2.481 -0.863 -1.233
O -1.044 -4.124 -1.599
H -0.295 -4.042 -2.217
H -1.889 -4.041 -2.072
O -3.908 4.340 3.459
H -4.674 3.780 3.603
H -4.266 5.154 3.093
O -3.505 1.388 1.860
H -4.442 1.546 1.831
H -3.307 1.340 2.825
O 1.057 -1.024 -0.912
H 1.656 -0.511 -1.504
H 1.534 -1.790 -0.639
O 1.211 1.635 0.025
H 1.293 1.711 -0.967
H 1.218 2.642 0.313
O -3.116 0.719 4.642
H -3.321 -0.251 4.900
H -2.858 1.207 5.423
O -1.350 2.276 -2.705
H -2.179 2.022 -3.118
H -0.933 1.387 -2.578
O 3.896 -0.133 0.981
H 4.647 -0.717 1.201
H 4.175 0.190 0.079
O -1.025 4.050 4.039
H -1.001 4.276 4.956
H -1.925 4.310 3.752
O 0.817 -4.454 2.701
H 0.770 -4.553 3.644
H 0.784 -5.350 2.328
O -1.275 -2.709 0.769
H -1.649 -2.817 -0.147
H -0.392 -3.150 0.689
O -1.617 2.972 0.253
H -2.105 2.649 -0.541
H -2.259 2.803 0.968
O 1.352 -0.174 4.760
H 2.033 -0.661 5.140
H 0.538 -0.687 4.781
O 1.728 -3.304 0.350
H 1.456 -3.452 1.251
H 2.429 -3.931 0.134
O -5.436 2.331 4.404
H -5.901 2.549 5.205
H -4.572 1.875 4.615
C -2.112 -1.821 6.701
C -3.599 -2.124 6.508
C -4.403 -1.204 7.465
C -5.886 -1.392 7.253
C -6.237 -1.113 5.754
C -5.446 -1.932 4.680
N -3.933 -1.778 5.087
O -3.161 -2.624 4.214
C -6.064 -3.392 4.641
C -5.653 -1.371 3.281
C -3.819 -3.612 6.997
H -1.796 -2.168 7.703
H -1.859 -0.749 6.737
H -1.560 -2.412 5.954
H -4.262 -1.384 8.501
H -4.049 -0.184 7.316
H -6.440 -0.820 7.975
H -6.047 -2.457 7.411
H -6.055 -0.047 5.568
H -7.306 -1.383 5.635
H -6.446 -3.719 5.593
H -6.895 -3.400 3.873
H -5.324 -4.122 4.282
H -5.013 -1.897 2.593
H -6.704 -1.544 3.002
H -5.478 -0.271 3.276
H -4.883 -3.903 7.082
H -3.350 -3.460 7.967
H -3.230 -4.287 6.398
H -3.374 -3.499 4.498
C 4.741 2.027 -0.907
C 5.406 1.094 -1.960
C 6.799 0.766 -1.476
C 7.450 -0.401 -2.144
C 6.600 -1.626 -1.862
C 5.208 -1.473 -2.460
N 4.656 -0.235 -1.857
O 3.309 -0.115 -2.301
C 5.347 -1.571 -3.958
C 4.381 -2.746 -1.968
C 5.473 1.790 -3.329
H 5.070 1.897 0.124
H 3.647 2.179 -1.024
H 5.105 3.008 -1.166
H 7.355 1.669 -1.552
H 6.562 0.460 -0.441
H 8.434 -0.638 -1.835
H 7.583 -0.144 -3.206
H 6.534 -1.797 -0.777
H 7.040 -2.492 -2.316
H 5.340 -2.564 -4.385
H 4.520 -0.944 -4.371
H 6.233 -1.153 -4.404
H 4.099 -2.559 -0.921
H 3.464 -2.726 -2.485
H 4.899 -3.683 -2.042
H 5.829 2.806 -3.147
H 4.549 1.846 -3.908
H 6.230 1.369 -3.995
H 3.270 0.276 -3.202
C 0.116 -0.301 -4.733
C 0.849 0.280 -5.901
C -0.244 0.543 -6.979
C 0.293 1.398 -8.084
C 0.770 2.744 -7.509
C 1.826 2.574 -6.407
N 1.268 1.604 -5.440
O 2.247 1.372 -4.357
C 3.178 2.190 -6.964
C 1.991 4.036 -5.883
C 1.925 -0.708 -6.287
H 0.745 -0.365 -3.847
H -0.316 -1.258 -5.075
H -0.707 0.338 -4.472
H -0.649 -0.416 -7.319
H -1.030 1.100 -6.439
H -0.453 1.638 -8.857
H 1.185 0.913 -8.579
H -0.070 3.334 -7.034
H 1.121 3.260 -8.378
H 3.025 1.244 -7.495
H 3.465 2.870 -7.748
H 3.893 1.970 -6.199
H 1.084 4.587 -5.992
H 2.280 4.011 -4.839
H 2.689 4.587 -6.523
H 1.410 -1.625 -6.433
H 2.635 -0.730 -5.456
H 2.405 -0.379 -7.221
H 2.157 2.126 -3.777
C -4.784 -3.135 -0.247
O -3.832 -2.754 -1.272
H -4.833 -4.191 -0.104
H -4.175 -2.737 0.565
H -5.700 -2.613 -0.322
H -4.144 -2.943 -2.163
*
```


# 2
Computed, not measured: 2 unconnected molecules or ions with the total composition C20H20N at a distorted geometry, with ωB97M-V/def2-TZVPD.

Properties
Electronic energy = -828.6047 a.u.
Orbital gap = 0.24438 hartree
Energy above the lowest of the compared OMol25 structures with the same formula, charge and spin = 22.3 kJ/mol

Structure (ORCA input):
```
! RIJCOSX wB97M-V def2-TZVPD def2/J DEFGRID3
* xyz 1 1
C 4.492 -1.787 2.512
C 3.126 -1.232 2.256
C 2.034 -2.096 2.067
C 0.778 -1.597 1.772
C 0.534 -0.187 1.644
C -0.742 0.216 1.165
C -1.390 1.485 1.251
C -2.824 1.531 1.220
C -3.515 2.735 1.205
C -2.817 3.953 1.270
C -1.418 3.941 1.360
C -0.714 2.741 1.317
C 1.629 0.669 1.994
C 2.899 0.150 2.214
H 5.229 -0.982 2.575
H 4.521 -2.354 3.450
H 4.798 -2.473 1.712
H 2.196 -3.172 2.156
H -0.063 -2.277 1.623
H -1.354 -0.587 0.755
H -3.368 0.583 1.199
H -4.606 2.742 1.150
H -3.355 4.901 1.245
H -0.865 4.879 1.454
H 0.371 2.767 1.284
H 1.485 1.741 2.081
H 3.743 0.825 2.378
C 0.939 -1.081 -4.475
C -0.238 -1.145 -3.546
C -1.461 -1.603 -4.032
C -2.553 -1.661 -3.172
C -2.379 -1.246 -1.840
N -1.204 -0.819 -1.369
C -0.154 -0.761 -2.189
H 1.833 -0.704 -3.969
H 1.174 -2.072 -4.890
H 0.733 -0.426 -5.335
H -1.541 -1.909 -5.078
H -3.529 -2.014 -3.497
H -3.217 -1.268 -1.142
H 0.794 -0.405 -1.775
*
```


Table of LUMO energy (Ha), in record order: -0.14456, -0.19640